1.
Computed, not measured: C2H3N3OS in the gas phase, with the ωB97M-V functional and the def2-TZVPD basis.

## Properties
Energy relative to the best compared isomer or geometry (same formula, charge and spin) (kcal per mole): 49.33
SMILES: Nc1n[nH]oc1=S
Kohn-Sham gap (eV): 8.84
Strongest force on any atom (eV/Å): 3.83

Each line ends with the Mulliken charge.
Atoms and positions in Å:
N: 0.64 -1.67 0.00  -0.568
C: 0.33 -0.32 -0.05  0.418
N: 1.17 0.61 -0.17  -0.453
N: 0.45 1.82 -0.05  -0.083
O: -0.90 1.51 0.24  -0.169
C: -1.04 0.24 0.14  0.297
S: -2.51 -0.41 0.16  -0.345
H: 1.29 -1.92 -0.89  0.327
H: -0.28 -2.17 -0.17  0.292
H: 0.85 2.31 0.80  0.284


2.
Computed, not measured: C2H3N3OS in the gas phase, with the ωB97M-V functional and the def2-TZVPD basis.

## Properties
Energy relative to the best compared isomer or geometry (same formula, charge and spin) (kcal per mole): 44.20
SMILES: [H]/N=c1/ncn(S)o1
Kohn-Sham gap (eV): 9.41
Strongest force on any atom (eV/Å): 2.19

Each line ends with the Mulliken charge.
Atoms and positions in Å:
H: -2.22 1.10 1.87  0.270
N: -2.22 0.13 1.59  -0.632
C: -1.35 -0.14 0.72  0.528
N: -1.11 -1.37 0.12  -0.460
C: -0.06 -1.17 -0.63  0.082
N: 0.38 0.15 -0.65  0.096
S: 2.00 0.59 -0.72  -0.098
O: -0.43 0.82 0.29  -0.305
H: 0.46 -1.88 -1.27  0.359
H: 2.31 0.30 0.57  0.161


3.
Computed, not measured: C2H3N3OS in the gas phase, with the ωB97M-V functional and the def2-TZVPD basis.

## Properties
Energy relative to the best compared isomer or geometry (same formula, charge and spin) (kcal per mole): 68.67
SMILES: [H]/N=C1\NOC=NS1
Kohn-Sham gap (eV): 9.97
Strongest force on any atom (eV/Å): 5.90

Each line ends with the Mulliken charge.
Atoms and positions in Å:
H: 2.70 0.52 0.04  0.213
N: 2.37 -0.39 0.10  -0.635
C: 1.05 -0.40 -0.11  0.468
N: 0.33 0.79 0.17  -0.254
O: -1.00 0.89 -0.31  -0.268
C: -1.86 -0.12 0.03  0.194
N: -1.58 -1.34 0.25  -0.404
S: 0.05 -1.92 -0.15  -0.015
H: 0.70 1.62 -0.15  0.288
H: -2.75 0.36 0.14  0.412


4.
Computed, not measured: C2H3N3OS2 in the gas phase, with the ωB97M-V functional and the def2-TZVPD basis.

## Properties
Energy relative to the best compared isomer or geometry (same formula, charge and spin) (kcal per mole): 54.44
SMILES: [H]/N=c1/oc(S)nn1S
Kohn-Sham gap (eV): 9.40
Strongest force on any atom (eV/Å): 4.89

Each line ends with the Mulliken charge.
Atoms and positions in Å:
H: -2.23 1.58 -0.33  0.260
N: -1.30 1.85 -0.17  -0.654
C: -0.53 0.80 -0.01  0.559
O: 0.80 0.92 0.21  -0.338
C: 1.47 -0.29 -0.08  0.528
S: 3.17 -0.56 -0.13  -0.200
N: 0.59 -1.24 -0.02  -0.456
N: -0.69 -0.57 0.30  0.142
S: -2.25 -1.10 -0.24  -0.185
H: 3.50 0.65 -0.52  0.159
H: -2.53 -2.06 0.97  0.185


5.
Computed, not measured: C2H3N3S in the gas phase, with the ωB97M-V functional and the def2-TZVPD basis.

## Properties
Energy relative to the best compared isomer or geometry (same formula, charge and spin) (kcal per mole): 148.90
Kohn-Sham gap (spin up / spin down) (eV): 7.36 / 7.37
Strongest force on any atom (eV/Å): 4.57

Each line ends with the Mulliken charge.
Atoms and positions in Å:
C: 0.88 0.03 0.38  0.106
C: -0.14 0.48 1.42  -0.663
N: -1.12 0.49 0.33  -0.170
N: -0.27 -0.19 -0.46  0.585
N: -0.52 -1.03 -1.42  -0.624
S: 1.32 1.74 0.82  -0.209
H: 1.53 -0.76 0.21  0.474
H: -2.10 0.69 0.35  0.221
H: 0.42 -1.44 -1.64  0.280


6.
Computed, not measured: C2H3N3S in the gas phase, with the ωB97M-V functional and the def2-TZVPD basis.

## Properties
Energy relative to the best compared isomer or geometry (same formula, charge and spin) (kcal per mole): 108.27
Kohn-Sham gap (spin up / spin down) (eV): 7.60 / 7.49
Strongest force on any atom (eV/Å): 4.56

Each line ends with the Mulliken charge.
Atoms and positions in Å:
C: 2.24 0.05 -0.33  -0.357
C: 0.96 0.31 0.44  0.365
N: 2.07 1.26 -0.22  -0.365
N: -0.29 0.26 -0.04  -0.353
N: -2.45 0.72 -0.83  -0.451
S: -1.79 0.33 0.52  0.302
H: 3.08 -0.55 -0.79  0.284
H: 1.20 0.25 1.57  0.315
H: -3.53 0.61 -0.73  0.260


Q: Number 4 is which compound?
A: C2H3N3OS2